Entry 1:
The following is a quantum chemistry calculation of a single C17H19F4NO5 molecule in a non-equilibrium geometry, from OMol25.

```
46
Properties=species:S:1:pos:R:3:forces:R:3:lowdin_charge:R:1
C -3.07860 -0.74033 -2.43472 0.2 -6.2 -3.1 -0.0629
C -2.45331 -0.87418 -1.12509 -4.2 1.5 3.5 -0.1667
C -1.34102 -1.56616 -0.88936 -1.6 -0.1 -0.7 -0.0192
C -0.94389 -1.79844 0.40208 4.1 -3.6 -2.3 -0.2585
N 0.20160 -2.63604 0.78353 -6.2 5.0 5.8 0.1420
C 1.00461 -3.13557 -0.03542 5.2 -0.8 -6.2 -0.5051
O 0.94890 -3.17200 -1.35779 -0.2 -0.1 5.2 -0.0325
C 2.31742 -3.41545 0.68924 1.6 -1.8 -2.8 -0.0888
C 3.16023 -2.08567 0.92082 -6.0 -0.5 -1.2 -0.0602
C 3.64228 -1.45846 -0.44118 -13.8 1.2 8.7 -0.0783
C 3.85462 -0.20159 -0.25432 4.2 18.6 -0.3 -0.1449
O 4.78569 0.75846 -0.77192 -5.5 -7.4 3.0 -0.0558
O 2.82025 0.52756 0.64620 2.6 -1.6 -1.5 -0.0750
C 2.93877 1.92767 0.71990 -0.4 0.9 -5.0 -0.0692
C 1.72869 2.60482 -0.07016 1.3 -4.4 -0.5 -0.5648
F 1.95101 2.66134 -1.41765 0.5 0.9 0.3 0.1199
F 1.37380 3.71699 0.43883 0.3 4.9 1.3 0.1861
C 0.46258 1.89329 0.02147 -2.2 -8.1 0.6 0.1131
F 0.60303 0.59196 -0.93271 -0.5 3.5 3.1 -0.0781
F 0.21536 1.31511 1.52227 0.8 2.0 -4.7 -0.0861
C -1.61964 -1.28822 1.32145 -4.4 5.3 11.8 -0.0217
C -2.81746 -0.41592 1.29531 1.0 0.3 -1.0 -0.2422
C -3.53395 0.49055 2.27261 4.5 -4.5 3.9 -0.0096
C -3.32418 -0.32760 0.10184 2.1 1.2 -9.3 -0.0230
C -4.40719 0.72168 -0.46627 0.3 -2.4 3.7 -0.4996
O -4.37934 1.74692 -1.07575 0.4 -0.5 -0.2 0.1223
O -5.49147 0.22002 0.19108 -4.2 4.9 -1.7 0.0079
H -3.29630 0.16549 -2.76392 0.0 4.6 -1.2 -0.0055
H -4.21106 -1.15660 -2.67296 2.8 0.0 1.3 0.1527
H -2.29554 -1.27953 -3.23525 -2.4 1.5 1.8 0.1548
H -1.10183 -2.21179 -1.63877 1.8 -1.2 -2.1 0.0885
H 0.30974 -2.32802 1.93806 0.5 -1.9 -4.4 0.2508
H 2.85633 -4.12457 -0.18772 -1.0 1.5 3.0 0.1858
H 2.02333 -3.90299 1.65583 1.0 0.1 -0.8 0.1188
H 2.51652 -1.46971 1.65771 1.7 -0.4 -1.6 0.1528
H 4.06402 -2.30007 1.17776 5.1 -1.9 3.5 0.0483
H 4.30977 -1.81987 -0.80418 14.0 -8.3 -7.4 0.0265
H 2.80423 -1.61128 -0.97679 -3.0 -0.1 -2.8 0.1310
H 2.82882 2.34130 1.65642 0.3 0.3 2.5 0.1075
H 3.79591 2.35372 0.09472 -0.6 -0.9 1.4 0.1534
H -0.48295 2.28388 -0.35155 0.3 0.3 0.5 0.1643
H -1.32469 -1.22357 2.60416 0.0 -0.9 -3.8 0.1887
H -2.81739 0.13057 3.17082 -1.9 1.7 -0.7 0.1173
H -3.53409 1.53699 2.17221 0.0 1.0 -0.5 0.0758
H -4.42661 -0.04380 2.43138 -1.5 0.3 0.5 0.0640
H -6.31198 1.08150 0.01793 3.3 -3.9 0.7 0.2753
```
Positions in Å, forces in eV/Å.

Calculated values
Relative energy (zero: lowest compared OMol25 entry of this formula, charge and spin)   1626.2 kJ/mol
Charge   0
Gap between HOMO and LUMO   0.3359 Ha
E_HOMO   -8.928 eV
Structure (SMILES)   Cc1cc(NC(=O)CCCC(=O)OCC(F)(F)C(F)F)cc(C)c1C(=O)O



Entry 2:
The following is a quantum chemistry calculation of a molecular structure, C17H19F7N4O7RuSe in a non-equilibrium geometry, from OMol25.

```
56
Properties=species:S:1:pos:R:3:forces:R:3:lowdin_charge:R:1
Ru 0.47032 0.42320 -0.22707 -0.2 -0.8 -0.3 1.3474
C 2.73611 -0.78218 1.78259 0.1 0.0 0.1 -0.1119
N 1.99126 -1.23390 0.61082 -0.1 0.3 -0.1 -0.3438
C 1.17619 -2.40600 0.94481 0.0 -0.2 -0.2 -0.0806
C 2.91814 -1.49833 -0.50053 0.0 0.2 -0.1 -0.1865
C 2.26307 -1.50172 -1.87668 -0.1 -1.1 0.1 -0.2004
N 1.58906 -0.27041 -2.10176 -0.5 0.5 -0.2 0.0461
C 1.18234 0.15904 -3.28874 0.1 -0.1 -0.1 -0.1613
C 0.40800 1.35746 -3.35252 -0.1 0.1 0.3 -0.1306
F 0.08185 1.98135 -2.21261 0.0 0.1 -0.4 0.0629
C -0.02538 1.89902 -4.53133 0.0 0.0 -0.1 -0.2024
F -0.72712 3.04136 -4.51966 0.0 0.0 0.1 0.0976
C 0.25376 1.29232 -5.74449 0.0 -0.1 0.2 0.1025
C 0.97884 0.11451 -5.72485 0.0 0.1 -0.1 -0.2057
F 1.25710 -0.48751 -6.89191 0.0 -0.1 0.1 0.0923
C 1.43752 -0.44104 -4.55752 0.1 0.0 0.0 -0.1339
F 2.15793 -1.55552 -4.64452 0.0 -0.1 0.0 0.1211
H 3.44389 -1.55372 2.12139 0.0 0.0 0.0 0.0897
H 2.04221 -0.55222 2.58935 0.0 0.0 0.0 0.0740
H 3.28431 0.12894 1.54823 0.0 0.0 0.0 0.0811
H 1.81362 -3.22754 1.30546 0.0 0.0 0.0 0.0921
H 0.61722 -2.74842 0.07159 -0.1 0.0 -0.1 0.0536
H 0.46348 -2.13622 1.72661 0.0 0.0 0.0 0.0786
H 3.43425 -2.45631 -0.34473 0.0 0.0 0.0 0.1266
H 3.66622 -0.70043 -0.49156 0.0 -0.1 0.1 0.1193
H 1.47003 -2.30144 -1.93390 0.3 0.3 0.0 0.1137
H 3.02292 -1.74542 -2.62201 0.0 0.1 0.0 0.1219
H -0.10281 1.70925 -6.67375 0.0 0.0 0.0 0.1385
N -1.40108 1.19338 0.83875 -0.3 0.3 0.2 0.1134
C -1.85763 0.43515 1.58494 0.0 0.1 -0.1 -0.2707
N -2.36910 -0.43895 2.42794 0.1 -0.2 0.0 -0.0732
C -3.81660 -0.65349 2.40018 -0.3 0.1 0.0 -0.0986
C -4.48705 0.34867 3.33436 0.1 -0.1 0.0 -0.1811
O -3.93512 0.28917 4.64195 0.0 -0.1 0.0 -0.1352
C -2.53775 0.53597 4.64576 0.0 -0.1 -0.1 -0.1821
C -1.81047 -0.48606 3.77826 -0.1 0.3 0.3 -0.1125
H -4.00995 -1.67532 2.73053 0.0 0.0 0.0 0.1334
H -4.17663 -0.53571 1.37940 0.0 -0.1 0.0 0.1439
H -5.54737 0.12369 3.44297 0.0 0.0 -0.1 0.1257
H -4.36923 1.36231 2.92706 0.0 0.0 0.0 0.1298
H -2.21544 0.47053 5.68455 0.0 0.0 0.0 0.1255
H -2.32799 1.54436 4.26357 0.0 0.0 0.0 0.1322
H -1.97498 -1.49085 4.17237 0.0 0.0 -0.1 0.1315
H -0.74254 -0.27226 3.74514 0.0 0.0 -0.1 0.1280
O -2.95459 -2.64481 -1.92573 -0.8 0.1 0.2 -0.5121
Se -1.48740 -2.03390 -2.14623 0.3 -1.4 0.4 0.7006
O -1.28153 -1.41081 -3.61771 0.4 0.7 -0.7 -0.4809
O -1.25622 -0.82970 -0.99746 0.8 0.9 0.5 -0.6057
O -0.37242 -3.20806 -1.83788 0.4 0.4 0.1 -0.5387
F 2.84217 4.40080 1.95907 0.0 -0.1 0.0 0.1254
C 1.68192 4.14110 1.31225 -0.1 0.1 0.0 -0.5397
F 0.68826 4.49213 2.14610 0.1 -0.1 -0.1 0.1319
F 1.62789 4.96982 0.26063 0.0 -0.1 0.1 0.1388
C 1.60166 2.64185 0.89065 0.4 0.2 0.5 -0.6332
O 2.00960 2.37283 -0.25213 -0.2 -0.2 -0.2 -0.0374
O 1.17526 1.85005 1.74999 -0.1 0.0 -0.1 -0.0604
```
Positions in Å, forces in eV/Å.

Calculated values
Charge   -1
Gap between HOMO and LUMO (spin up / spin down)   0.2809 / 0.2086 Ha
E_HOMO (spin up / spin down)   -5.155 / -5.227 eV
Multiplicity   6



- Look up the charge of the second one.
  -1



- Among the records above, which one has the lowest charge?
  C17H19F7N4O7RuSe



- Which of these has the highest charge?
  C17H19F4NO5



- Among the records above, which one has the highest charge?
  C17H19F4NO5